ORCA calculation (wB97M-V/def2-TZVPD) on the ion C5H9NP with charge +1 at a distorted geometry.

Computed properties:
Frontier orbital gap   8.493 eV
Energy   -591.65532 hartree
E_HOMO   -13.35 eV
Total charge   +1
Strongest force on any atom   5.28 eV/A
Relative energy (zero: lowest compared OMol25 entry of this formula, charge and spin)   42.96 kcal per mole

Element x y z (Å)
C  -0.341  1.194  -1.788
C  0.940  1.615  -1.449
C  -0.969  0.628  -0.700
C  1.453  1.391  -0.225
C  -0.213  -1.485  1.668
N  -0.442  -2.504  0.897
P  0.181  0.356  0.606
H  -1.077  1.560  -2.540
H  1.618  2.119  -2.146
H  -2.089  0.328  -0.760
H  2.405  1.705  -0.017
H  -1.141  -1.313  2.264
H  0.287  -2.925  0.338
H  -1.350  -2.775  0.404
H  0.792  -1.381  2.096
H  -0.053  1.488  1.352

These are the natural (NBO) partial charges, in e, on atoms 1 to 8: C -0.176; C -0.206; C -0.538; C -0.427; C -0.171; N -0.736; P 0.811; H 0.266